# 1
The following is a DFT calculation (wB97M-V/def2-TZVPD) of a 14-piece molecular cluster, C56H84O42 overall.

Geometry as XYZ:
```
182
Properties=species:S:1:pos:R:3
C -7.502 14.013 -7.355
C -6.945 12.641 -6.900
C -5.443 12.631 -6.590
O -5.333 11.976 -5.349
C -6.514 12.051 -4.694
O -6.757 11.678 -3.599
O -7.455 12.494 -5.566
H -8.499 13.908 -7.779
H -6.844 14.442 -8.114
H -7.606 14.696 -6.513
H -7.376 11.867 -7.535
H -5.091 13.664 -6.539
H -4.863 12.064 -7.315
C -13.293 17.590 -14.766
C -12.406 18.819 -14.972
C -12.470 19.419 -16.382
O -12.492 20.824 -16.119
C -12.882 21.049 -14.872
O -13.201 22.080 -14.366
O -12.927 19.874 -14.150
H -12.955 16.722 -15.334
H -14.346 17.852 -14.870
H -13.193 17.233 -13.736
H -11.388 18.655 -14.620
H -13.325 19.118 -16.980
H -11.461 19.173 -16.716
C -12.563 13.671 -8.012
C -11.613 13.369 -6.850
C -12.366 13.352 -5.508
O -11.847 12.201 -4.850
C -11.108 11.457 -5.685
O -10.609 10.417 -5.405
O -11.020 12.076 -6.876
H -13.317 12.887 -8.095
H -12.031 13.716 -8.963
H -13.090 14.623 -7.957
H -10.812 14.106 -6.785
H -13.425 13.108 -5.639
H -12.327 14.262 -4.915
C -10.586 11.220 -9.270
C -10.754 9.717 -9.089
C -11.617 9.258 -7.922
O -12.632 8.507 -8.560
C -12.546 8.599 -9.929
O -13.406 8.278 -10.685
O -11.422 9.236 -10.246
H -11.517 11.783 -9.383
H -10.011 11.442 -10.171
H -10.067 11.731 -8.456
H -9.773 9.236 -9.054
H -12.030 10.104 -7.368
H -11.100 8.608 -7.215
C -6.540 16.492 -15.128
C -6.658 17.271 -13.828
C -5.937 16.626 -12.605
O -4.808 17.495 -12.439
C -4.756 18.474 -13.337
O -3.927 19.329 -13.357
O -5.859 18.437 -14.104
H -6.879 17.092 -15.969
H -7.139 15.585 -15.010
H -5.509 16.221 -15.361
H -7.674 17.487 -13.499
H -5.588 15.632 -12.886
H -6.485 16.567 -11.672
C -15.461 20.013 -11.066
C -15.542 18.597 -10.427
C -16.252 17.524 -11.220
O -15.413 16.397 -10.967
C -14.219 16.803 -10.535
O -13.342 16.042 -10.243
O -14.172 18.136 -10.415
H -15.014 20.021 -12.060
H -14.953 20.702 -10.398
H -16.505 20.314 -11.197
H -15.887 18.719 -9.398
H -16.206 17.832 -12.270
H -17.278 17.409 -10.881
C -5.719 10.676 -9.603
C -5.813 9.743 -10.779
C -5.390 10.316 -12.098
O -4.914 9.167 -12.788
C -4.577 8.248 -11.870
O -4.046 7.222 -12.155
O -4.900 8.659 -10.624
H -5.932 10.113 -8.688
H -6.520 11.418 -9.589
H -4.762 11.174 -9.453
H -6.833 9.341 -10.814
H -4.558 11.027 -12.050
H -6.223 10.831 -12.578
C -6.795 20.143 -7.265
C -7.021 19.548 -8.679
C -6.030 18.510 -9.224
O -6.906 17.460 -9.594
C -8.112 17.582 -9.098
O -8.945 16.711 -9.094
O -8.258 18.821 -8.555
H -5.884 20.735 -7.186
H -6.737 19.333 -6.540
H -7.646 20.798 -7.089
H -7.145 20.444 -9.290
H -5.291 18.135 -8.519
H -5.553 18.961 -10.093
C -11.379 10.612 -13.556
C -12.430 11.172 -14.513
C -11.994 12.190 -15.615
O -12.732 11.711 -16.751
C -13.359 10.543 -16.473
O -14.047 9.967 -17.265
O -13.033 10.143 -15.275
H -11.711 9.723 -13.030
H -11.146 11.405 -12.842
H -10.451 10.483 -14.118
H -13.148 11.720 -13.902
H -10.907 12.123 -15.719
H -12.248 13.216 -15.357
C -15.854 14.192 -15.096
C -15.486 14.467 -13.651
C -16.362 13.624 -12.683
O -15.455 13.087 -11.744
C -14.198 13.343 -12.119
O -13.244 12.957 -11.517
O -14.184 14.049 -13.262
H -15.598 14.970 -15.814
H -16.921 13.982 -15.171
H -15.339 13.292 -15.445
H -15.607 15.528 -13.424
H -16.827 12.834 -13.282
H -17.188 14.100 -12.157
C -11.150 18.857 -9.696
C -10.950 20.397 -9.756
C -11.630 21.027 -11.003
O -12.490 22.033 -10.464
C -12.534 21.916 -9.137
O -13.256 22.530 -8.409
O -11.772 20.901 -8.710
H -12.101 18.655 -10.187
H -10.925 18.463 -8.714
H -10.536 18.321 -10.431
H -9.924 20.730 -9.602
H -12.272 20.341 -11.553
H -10.823 21.441 -11.606
C -12.453 14.672 -18.381
C -11.000 14.922 -18.044
C -10.253 15.882 -18.992
O -9.775 16.941 -18.162
C -10.189 16.756 -16.914
O -9.809 17.385 -15.965
O -10.976 15.688 -16.826
H -13.050 14.285 -17.556
H -12.546 13.851 -19.098
H -12.980 15.508 -18.844
H -10.556 13.929 -17.960
H -11.001 16.265 -19.691
H -9.392 15.553 -19.568
C -4.145 15.497 -10.122
C -3.190 14.461 -9.552
C -1.704 14.610 -9.921
O -1.002 14.360 -8.725
C -1.904 14.303 -7.696
O -1.630 14.216 -6.545
O -3.143 14.537 -8.142
H -5.111 15.188 -9.717
H -4.132 15.464 -11.206
H -3.997 16.531 -9.808
H -3.627 13.523 -9.911
H -1.574 15.635 -10.285
H -1.383 13.975 -10.747
C -10.650 15.645 -13.112
C -9.816 15.428 -11.871
C -10.423 14.473 -10.819
O -9.242 13.889 -10.262
C -8.232 13.982 -11.121
O -7.137 13.508 -10.989
O -8.609 14.731 -12.168
H -11.438 16.371 -12.905
H -11.172 14.725 -13.395
H -10.203 15.961 -14.056
H -9.567 16.355 -11.351
H -11.193 13.823 -11.233
H -10.856 15.165 -10.095
```

Properties
Orbital gap = 10.348 eV
Max |F| = 0.0552 hartree/bohr
E_HOMO = -10.72 eV
ΔE to the lowest compared entry with this formula, charge and spin = 347.75 kJ/mol

=====

# 2
The following is a DFT calculation (wB97M-V/def2-TZVPD) of a 14-piece molecular cluster, C56H88BCl4F12N4O17S4 overall.

Geometry as XYZ:
```
186
Properties=species:S:1:pos:R:3
C -16.712 7.770 4.395
C -16.099 8.481 3.201
C -17.092 8.811 2.081
N -16.496 9.554 0.864
C -17.642 9.830 -0.139
C -17.175 10.719 -1.297
C -16.721 12.072 -0.736
C -15.564 11.882 0.233
C -15.865 10.904 1.300
C -15.416 8.652 0.217
H -16.057 7.651 5.256
H -17.047 6.775 4.102
H -17.606 8.341 4.654
H -15.319 7.767 2.922
H -15.512 9.344 3.516
H -17.919 9.417 2.457
H -17.551 7.931 1.629
H -18.459 10.282 0.419
H -17.880 8.838 -0.525
H -17.927 10.901 -2.065
H -16.346 10.245 -1.827
H -17.542 12.463 -0.126
H -16.460 12.831 -1.472
H -15.249 12.858 0.606
H -14.677 11.581 -0.332
H -16.706 11.239 1.914
H -15.071 10.697 2.015
H -14.833 9.157 -0.550
H -15.901 7.805 -0.268
H -14.691 8.285 0.941
C -19.809 6.881 3.213
C -20.989 7.186 2.289
C -20.581 8.162 1.188
N -21.731 8.691 0.349
C -21.112 9.716 -0.566
C -22.054 10.091 -1.716
C -22.445 8.884 -2.579
C -23.164 7.848 -1.692
C -22.317 7.501 -0.436
C -22.855 9.341 1.159
H -19.391 7.724 3.762
H -18.937 6.460 2.712
H -20.130 6.124 3.927
H -21.701 7.612 2.999
H -21.457 6.268 1.933
H -19.809 7.797 0.514
H -20.302 9.077 1.717
H -20.239 9.304 -1.075
H -20.752 10.600 -0.042
H -21.615 10.889 -2.321
H -22.916 10.713 -1.456
H -21.519 8.473 -2.984
H -23.087 9.158 -3.416
H -23.354 6.917 -2.225
H -24.136 8.213 -1.353
H -21.456 6.865 -0.649
H -22.819 6.884 0.311
H -23.684 9.548 0.484
H -22.532 10.263 1.639
H -23.243 8.593 1.846
N -18.650 6.689 -1.446
S -19.019 6.220 -2.851
O -20.437 6.102 -3.172
O -18.028 5.430 -3.538
F -18.711 7.603 -3.561
S -18.679 5.190 -0.656
O -17.727 4.201 -1.079
O -19.963 4.734 -0.176
F -18.016 5.682 0.744
N -15.170 3.189 0.021
S -14.399 2.645 1.279
O -15.055 3.001 2.525
O -12.973 2.415 1.277
F -14.869 1.127 1.022
S -14.398 4.665 0.036
O -13.107 4.647 -0.602
O -14.621 5.617 1.102
F -15.219 5.264 -1.194
B -19.892 11.637 2.987
F -21.025 10.875 3.252
F -18.814 11.330 3.800
F -19.489 11.499 1.650
F -20.245 12.964 3.282
C -17.535 14.304 2.553
Cl -16.016 13.860 3.347
Cl -17.281 15.356 1.153
H -18.123 13.460 2.205
H -18.102 14.904 3.260
C -15.372 7.768 -3.925
Cl -14.053 8.796 -3.345
Cl -15.050 7.208 -5.559
H -15.521 6.900 -3.288
H -16.253 8.401 -3.997
C -9.007 5.933 4.003
C -9.780 4.963 4.812
O -11.190 5.084 4.540
C -11.993 4.085 4.921
O -11.616 3.073 5.490
O -13.302 4.408 4.726
C -13.757 5.609 4.097
H -9.275 6.952 4.284
H -9.167 5.803 2.933
H -7.932 5.790 4.119
H -9.522 4.994 5.873
H -9.491 3.952 4.516
H -14.818 5.432 3.922
H -13.273 5.799 3.143
H -13.691 6.378 4.868
C -20.845 9.691 6.288
C -20.185 8.654 7.181
O -19.414 7.717 6.419
C -18.940 6.582 7.081
O -19.196 6.265 8.219
O -18.295 5.895 6.182
C -17.612 4.729 6.498
H -20.141 10.444 5.940
H -21.761 10.091 6.716
H -21.098 9.087 5.413
H -20.893 8.063 7.763
H -19.477 9.087 7.890
H -18.347 3.953 6.716
H -16.990 4.812 7.391
H -16.964 4.453 5.669
C -13.056 9.899 4.977
C -11.788 9.486 4.205
O -12.262 8.699 3.130
C -11.380 8.263 2.172
O -10.172 8.311 2.278
O -12.096 7.761 1.197
C -11.415 7.362 0.001
H -12.750 10.465 5.862
H -13.729 9.172 5.431
H -13.644 10.652 4.450
H -11.131 8.917 4.865
H -11.267 10.356 3.805
H -10.895 8.217 -0.426
H -12.142 6.942 -0.692
H -10.787 6.506 0.246
F -12.544 11.233 1.034
C -11.965 12.423 0.841
C -11.389 13.125 1.911
C -10.822 14.354 1.633
C -10.967 14.916 0.369
C -11.487 14.189 -0.681
C -11.991 12.909 -0.471
H -11.266 12.725 2.907
H -10.392 14.957 2.420
H -10.496 15.880 0.232
H -11.414 14.680 -1.642
H -12.375 12.290 -1.269
F -14.650 14.801 -2.309
C -14.252 16.094 -2.309
C -14.868 16.959 -1.402
C -14.378 18.247 -1.232
C -13.292 18.650 -1.977
C -12.714 17.808 -2.945
C -13.215 16.511 -3.127
H -15.700 16.736 -0.750
H -14.782 18.926 -0.495
H -13.045 19.701 -1.903
H -11.877 18.181 -3.518
H -12.742 15.810 -3.800
F -10.618 8.632 8.013
C -11.844 8.061 7.894
C -11.968 6.751 7.471
C -13.228 6.156 7.504
C -14.334 6.947 7.792
C -14.204 8.290 8.148
C -12.944 8.850 8.120
H -11.081 6.255 7.103
H -13.300 5.090 7.344
H -15.328 6.521 7.790
H -15.055 8.906 8.399
H -12.888 9.898 8.381
F -19.554 12.693 -2.664
C -19.422 14.004 -2.982
C -19.997 14.532 -4.119
C -19.753 15.875 -4.453
C -19.048 16.687 -3.533
C -18.506 16.126 -2.372
C -18.733 14.778 -2.099
H -20.598 13.899 -4.758
H -20.097 16.270 -5.398
H -19.013 17.758 -3.675
H -18.012 16.743 -1.635
H -18.310 14.277 -1.240
```

Properties
Orbital gap = 8.414 eV
Max |F| = 0.1271 hartree/bohr
E_HOMO = -6.82 eV
Charge = -1

=====

Q: Look up the E_HOMO of the second one.
A: -6.82 eV

=====

Q: Number 1 is which compound?
A: C56H84O42

=====

Q: Among the records above, which one has the lowest E_HOMO?
A: C56H84O42

=====

Q: Which formula does entry 1 have?
A: C56H84O42